115
Properties=species:S:1:pos:R:3 method="wB97M-V/def2-TZVPD" gap_ev="3.9 / 3.9" homo_ev="0.212 / 0.243" charge=-2 molar_mass_g_mol=1066.2
Tl 1.2394 1.1846 -1.1500
I 1.4572 4.8756 -2.9722
C 0.1214 5.4718 -1.4655
C 0.2196 6.7606 -0.9746
C -0.8260 7.3143 -0.1908
C -2.0265 6.6429 -0.0995
C -2.1460 5.3101 -0.5725
C -3.3704 4.5702 -0.4920
C -3.3943 3.2281 -0.8928
C -2.2162 2.5489 -1.2626
C -1.0496 3.2591 -1.4084
C -0.9888 4.6460 -1.1686
H 1.1425 7.2932 -1.2002
H -0.6524 8.2680 0.2978
H -2.8726 7.1298 0.3775
H -4.3020 5.0623 -0.1946
H -4.3129 2.6119 -0.8322
H -2.2313 1.4520 -1.4713
C 3.6637 -0.2290 2.6237
N 4.5177 -0.7365 1.5253
C 5.0900 -2.0668 1.7536
C 4.3213 -0.2766 0.2396
S 1.8766 -1.1301 -0.3313
N 5.1829 -0.7561 -0.7482
C 4.8424 -1.4982 -1.9781
C 6.5676 -0.3699 -0.6718
H 4.2628 0.4693 3.2444
H 3.2810 -1.0635 3.2547
H 2.8346 0.3753 2.1492
H 6.0419 -2.0124 2.3220
H 5.2417 -2.6534 0.8824
H 4.3841 -2.5876 2.4755
H 3.7275 -1.5429 -2.1143
H 5.2128 -2.5340 -1.9224
H 5.3357 -0.9694 -2.8129
H 6.8570 -0.0883 0.3413
H 6.7355 0.4866 -1.3645
H 7.2232 -1.2026 -1.0062
C 3.7524 0.9654 -0.0209
C 4.1217 2.3095 0.1910
C 4.3234 3.0320 -1.0300
C 4.6221 4.3926 -0.9612
C 4.6486 5.0317 0.3010
C 4.7049 4.2749 1.4826
C 4.3991 2.9352 1.4222
H 4.2392 2.4563 -1.9629
H 4.8340 4.9623 -1.8712
H 4.6952 6.1340 0.3214
H 4.9638 4.7878 2.4294
H 4.4026 2.2811 2.3187
C -0.9702 2.0080 2.0539
C -1.9649 1.1593 2.9172
C -3.3887 1.2953 2.4169
C -1.3532 -0.2086 3.2685
C -0.5252 -0.1789 4.3845
C 0.0898 -1.2987 4.9288
C -0.0892 -2.5414 4.3248
C -0.8230 -2.6303 3.1453
C -0.9351 -3.9979 2.4849
C 0.4385 -4.6242 2.2188
C -1.8412 -4.8939 3.3231
C -1.4492 -1.4378 2.5888
N -2.0815 -1.5402 1.3198
B -1.4525 -1.8273 0.0097
N -2.5335 -1.6084 -0.9048
C -3.7096 -1.3895 -0.1920
C -3.4421 -1.3749 1.1185
C -2.3866 -1.7867 -2.2943
C -1.3228 -2.6534 -2.6868
C -1.2835 -2.9897 -4.0322
C -2.0945 -2.4103 -4.9911
C -2.9984 -1.4186 -4.5847
C -3.1799 -1.0748 -3.2383
C -4.3014 -0.0991 -2.8906
C -4.3714 1.0897 -3.8731
C -5.6965 -0.7700 -2.7394
C -0.4558 -3.3192 -1.6761
C -1.0225 -4.6662 -1.2084
C 0.9389 -3.5762 -2.2271
H -1.4113 2.9913 1.8733
H -0.7565 1.5973 1.0425
H -0.0003 2.1683 2.5406
H -1.9768 1.6264 3.9132
H -3.4686 1.2151 1.2887
H -3.8076 2.2537 2.7618
H -4.0034 0.5341 2.8596
H -0.3729 0.7843 4.8384
H 0.6630 -1.1898 5.8277
H 0.3581 -3.4272 4.7594
H -1.4355 -3.8844 1.5359
H 0.9766 -4.8069 3.1875
H 1.0384 -4.0225 1.4992
H 0.2725 -5.6138 1.7521
H -1.3447 -5.3822 4.1906
H -2.1603 -5.7390 2.7021
H -2.7207 -4.3480 3.7108
H -4.6855 -1.3518 -0.6279
H -4.1604 -1.1341 1.8961
H -0.5647 -3.7418 -4.3556
H -1.9707 -2.7201 -6.0395
H -3.5757 -0.8809 -5.3723
H -4.0635 0.3582 -1.9195
H -4.5960 0.7811 -4.9043
H -3.4136 1.6183 -3.9125
H -5.1352 1.7959 -3.5450
H -6.1860 -0.9246 -3.6945
H -6.3291 -0.1543 -2.0967
H -5.5492 -1.7721 -2.3311
H -0.4353 -2.6316 -0.7407
H -1.0938 -5.3296 -2.0725
H -2.0458 -4.4958 -0.8225
H -0.3589 -5.1806 -0.4670
H 0.8382 -4.3168 -3.0187
H 1.5636 -4.0756 -1.4797
H 1.4187 -2.6428 -2.5536

---

126
Properties=species:S:1:pos:R:3 method="wB97M-V/def2-TZVPD" gap_ev="6.3 / 6.5" homo_ev="-13.363 / -13.191" charge=+2 relative_energy_ev=0.000 multiplicity=2 molar_mass_g_mol=1224.1 s2=0.762
Re 0.0614 -1.2868 1.0580
C 0.9931 1.1753 4.4841
C -0.4091 0.6308 4.1786
C -1.4475 1.1643 5.1621
C -0.3563 -0.8686 4.1879
C -0.4912 -1.6894 5.3011
C -0.1855 -2.9662 4.8647
N 0.0839 -2.9190 3.5635
N -0.0043 -1.6367 3.1272
B 0.8864 -3.9018 2.7028
N 0.1107 -4.3135 1.4506
C 0.1546 -5.5364 0.9139
C 0.1276 -5.4170 -0.4562
C 0.1073 -4.0433 -0.7174
N 0.0468 -3.3765 0.4602
C 0.3445 -3.4276 -2.0708
C 1.6496 -2.6248 -2.0142
C 0.4227 -4.4827 -3.1720
N 2.1342 -3.1235 2.1937
C 3.4067 -3.4075 2.4560
C 4.2112 -2.4367 1.9068
C 3.3460 -1.5279 1.3073
N 2.0670 -1.9525 1.4733
C 3.7947 -0.2834 0.6123
C 4.5270 0.5854 1.6395
C 4.6994 -0.6137 -0.5781
H 0.9758 2.2654 4.5048
H 1.3417 0.8169 5.4534
H 1.7072 0.8580 3.7224
H -0.6660 0.9767 3.1782
H -1.1843 0.9101 6.1891
H -1.4956 2.2511 5.0989
H -2.4416 0.7612 4.9599
H -0.7482 -1.3948 6.3025
H -0.1276 -3.8981 5.4025
H 1.2023 -4.8579 3.3445
H 0.2386 -6.4064 1.5436
H 0.1554 -6.2120 -1.1778
H -0.4835 -2.7676 -2.3188
H 2.4676 -3.2663 -1.6769
H 1.9016 -2.2212 -2.9952
H 1.5812 -1.7801 -1.3206
H 1.2611 -5.1628 -3.0167
H -0.4939 -5.0696 -3.2394
H 0.5756 -3.9862 -4.1299
H 3.6571 -4.2915 3.0191
H 5.2850 -2.3878 1.9338
H 2.9257 0.2521 0.2419
H 5.4150 0.0708 2.0094
H 4.8523 1.5155 1.1838
H 3.8932 0.8205 2.4961
H 5.5870 -1.1603 -0.2559
H 4.1806 -1.2145 -1.3255
H 5.0282 0.3101 -1.0542
O 0.6999 1.7229 -4.5862
S 0.7442 0.3233 -4.2801
O 1.9071 -0.4343 -4.6212
N 0.4375 0.1314 -2.6326
C -0.6624 -0.5186 -2.4620
S -1.3848 -0.9788 -0.9716
C -1.4208 -0.8733 -3.7011
C -2.6293 -1.5374 -3.8365
C -3.1072 -1.7700 -5.1203
C -2.3856 -1.3632 -6.2395
C -1.1671 -0.7063 -6.1054
C -0.7234 -0.4721 -4.8221
H -3.1784 -1.8732 -2.9670
H -4.0503 -2.2816 -5.2557
H -2.7751 -1.5626 -7.2284
H -0.5964 -0.3944 -6.9691
S 0.6116 1.0155 0.9720
Sb 0.6889 2.5513 -0.8485
C 0.4379 4.2377 0.4153
C -0.4098 4.1787 1.5174
C -0.6361 5.3134 2.2829
C -0.0232 6.5126 1.9472
C 0.8072 6.5807 0.8385
C 1.0390 5.4466 0.0726
C 2.6974 2.8135 -1.4126
C 3.4837 3.3718 -0.4067
C 4.7987 3.7110 -0.6906
C 5.3167 3.4905 -1.9592
C 4.5259 2.9250 -2.9487
C 3.2066 2.5826 -2.6845
C -0.9234 2.9505 -2.1427
C -2.1173 2.2501 -2.1233
C -3.1469 2.6633 -2.9597
C -2.9707 3.7534 -3.7987
C -1.7686 4.4464 -3.8045
C -0.7323 4.0489 -2.9727
H -0.9016 3.2503 1.7862
H -1.2949 5.2636 3.1400
H -0.1931 7.3941 2.5503
H 1.2754 7.5169 0.5659
H 1.6973 5.5177 -0.7855
H 3.0851 3.5493 0.5841
H 5.4151 4.1521 0.0817
H 6.3398 3.7653 -2.1778
H 4.9278 2.7556 -3.9383
H 2.5972 2.1698 -3.4715
H -2.2571 1.4003 -1.4737
H -4.0878 2.1276 -2.9551
H -3.7745 4.0668 -4.4509
H -1.6313 5.2941 -4.4616
H 0.2068 4.5889 -2.9931
C -2.9559 -3.4519 1.4602
N -3.6679 -2.2317 1.1352
C -4.8048 -2.4220 0.2405
C -3.1918 -1.0085 1.4127
N -1.9100 -0.7324 1.6371
N -4.0895 0.0092 1.4674
C -3.6362 1.3889 1.3808
C -5.3951 -0.1642 2.1026
H -3.6809 -4.1937 1.7967
H -2.2516 -3.2727 2.2668
H -2.4323 -3.8462 0.5898
H -4.4907 -3.0633 -0.5857
H -5.1341 -1.4701 -0.1633
H -5.6358 -2.9049 0.7557
H -1.8158 0.1926 2.0296
H -4.4352 1.9958 0.9565
H -2.7701 1.4613 0.7260
H -3.3887 1.8025 2.3664
H -5.5603 -1.2064 2.3538
H -6.1942 0.1769 1.4444
H -5.4290 0.4221 3.0233

---

119
Properties=species:S:1:pos:R:3 method="wB97M-V/def2-TZVPD" gap_ev="5.1 / 5.1" homo_ev="-3.171 / -3.165" charge=-1 relative_energy_ev=2.842 multiplicity=2 molar_mass_g_mol=1119.6 s2=0.776
Co -0.1039 0.4244 -0.2100
O -0.2646 0.1599 1.6688
C -1.2914 0.1624 2.4342
C -1.1014 0.2738 3.8400
C -2.1578 0.2621 4.7128
C -3.4776 0.1415 4.2527
C -3.6901 0.0371 2.8973
C -2.6334 0.0415 1.9796
C -2.8876 -0.1339 0.5591
N -2.0153 -0.0344 -0.4304
C -2.6960 -0.3139 -1.5981
C -3.9938 -0.5680 -1.3163
N -4.1033 -0.4599 0.0512
H -0.0823 0.4004 4.1804
H -1.9685 0.3605 5.7746
H -4.3104 0.1516 4.9409
H -4.7131 -0.0274 2.5431
H -2.2185 -0.2904 -2.5589
H -4.8351 -0.7667 -1.9503
H -4.9460 -0.5549 0.5904
C 4.7214 0.9446 0.6092
C 3.2627 1.1848 0.9818
S 2.2025 0.5537 -0.1747
C 2.9342 1.8532 2.1746
C 4.0354 2.3730 3.0917
S 1.3649 2.1334 2.6853
H 4.7810 0.3725 -0.3134
H 5.2473 0.3913 1.3902
H 5.2522 1.8872 0.4598
H 5.0452 2.1421 2.7795
H 3.8851 1.9721 4.0955
H 3.9472 3.4582 3.1723
I -3.7886 3.6049 -2.2422
C -0.6021 1.7480 -2.5795
C -0.7589 1.9661 -3.9404
C -0.2271 1.0397 -4.8225
C 0.4772 -0.0530 -4.3233
C 0.5957 -0.2027 -2.9549
N 0.0302 0.6770 -2.1189
H -1.3075 2.8342 -4.2812
H -0.3536 1.1650 -5.8914
H 0.9270 -0.7843 -4.9810
H 1.1300 -1.0226 -2.4932
O 0.1309 -2.0806 -0.4858
P 0.1114 -3.4977 -0.0142
C -1.6416 -4.0186 0.0671
C -2.3771 -3.8525 -1.2741
C -2.4499 -5.1371 -2.0903
C -3.0904 -6.2539 -1.2731
C -2.2672 -6.5439 -0.0228
C -2.0645 -5.2908 0.8284
C 1.2205 -4.4954 -1.0662
C 1.1169 -4.0718 -2.5513
C 1.6166 -5.1787 -3.4855
C 2.8337 -5.8658 -2.8750
C 2.4443 -6.6202 -1.5909
C 1.1937 -6.0171 -0.9370
C 0.7544 -3.7087 1.6734
C 2.1563 -3.0427 1.8105
C 2.1260 -1.8347 2.7427
C 1.6572 -2.2013 4.1466
C 0.4440 -3.1435 4.1026
C -0.2156 -3.1444 2.7260
H -1.9580 -3.1673 0.6893
H -1.9212 -3.0366 -1.8399
H -3.4023 -3.5258 -1.0637
H -1.4481 -5.4440 -2.4023
H -3.0176 -4.9550 -3.0060
H -3.2110 -7.1608 -1.8702
H -4.0950 -5.9335 -0.9749
H -1.3042 -6.9612 -0.3177
H -2.7560 -7.3074 0.5880
H -1.3704 -5.5037 1.6417
H -3.0228 -5.0619 1.3074
H 2.1981 -4.1693 -0.6931
H 1.7239 -3.1754 -2.6943
H 0.0970 -3.7840 -2.8105
H 1.8578 -4.7551 -4.4626
H 0.8283 -5.9187 -3.6570
H 3.5779 -5.0992 -2.6428
H 3.3035 -6.5462 -3.5868
H 3.2747 -6.5948 -0.8821
H 2.2574 -7.6733 -1.8164
H 1.1286 -6.3347 0.1058
H 0.3079 -6.4038 -1.4391
H 0.8512 -4.7886 1.8414
H 2.5331 -2.7074 0.8420
H 2.8656 -3.7856 2.1918
H 1.4750 -1.0694 2.3186
H 3.1231 -1.3918 2.7846
H 1.4001 -1.2850 4.6820
H 2.4705 -2.6743 4.7058
H -0.2870 -2.8626 4.8635
H 0.7555 -4.1695 4.3309
H -0.5044 -2.1294 2.4459
H -1.1284 -3.7409 2.7637
Te -1.1169 3.0076 -0.6990
C 0.8191 3.8811 -0.9681
C 1.4286 4.4290 0.1550
C 2.6710 5.0310 0.0464
C 3.2967 5.1258 -1.1880
C 2.6755 4.6110 -2.3150
C 1.4361 3.9930 -2.2070
C -1.6723 4.8262 0.5140
C -1.9255 6.1090 0.0425
C -2.3684 7.1006 0.9038
C -2.5623 6.8187 2.2517
C -2.3143 5.5429 2.7303
C -1.8726 4.5506 1.8602
H 0.9514 4.3648 1.1265
H 3.1476 5.4233 0.9351
H 4.2637 5.6060 -1.2712
H 3.1524 4.6871 -3.2844
H 0.9741 3.5819 -3.0918
H -1.7915 6.3385 -1.0077
H -2.5717 8.0948 0.5255
H -2.9100 7.5932 2.9241
H -2.4594 5.3162 3.7794
H -1.6880 3.5526 2.2485